9
Properties=species:S:1:pos:R:3:lowdin_charge:R:1 method="wB97M-V/def2-TZVPD" e_homo_ev=-9.01 multiplicity=1 de_lowest_ev=0.078 smiles=c1c[nH]cn1
C 1.25 -0.01 -0.03 -0.151
C 0.29 -0.96 0.10 -0.130
N -0.91 -0.30 0.09 0.030
C -0.65 1.01 -0.15 -0.226
N 0.63 1.23 -0.27 0.037
H 2.32 -0.04 -0.09 0.088
H 0.32 -2.02 0.31 0.102
H -1.83 -0.66 0.27 0.140
H -1.43 1.74 -0.23 0.110



19
Properties=species:S:1:pos:R:3:lowdin_charge:R:1 method="wB97M-V/def2-TZVPD" e_homo_ev=-8.37 multiplicity=1 de_lowest_ev=3.769 smiles=CC[C@H]1C[C@H]2C[C@@H]12
C 2.55 0.40 -0.73 -0.127
C 1.29 -0.51 -0.69 -0.180
C 0.14 -0.28 0.70 -0.166
C -0.60 1.08 0.79 -0.116
C -1.94 0.32 0.85 -0.226
C -2.12 -0.46 -0.40 -0.099
C -1.21 -1.01 0.67 -0.190
H 3.03 0.38 -1.72 0.070
H 3.34 0.12 -0.01 0.068
H 2.28 1.44 -0.52 0.063
H 0.63 -0.30 -1.51 0.062
H 1.64 -1.57 -0.77 0.102
H 1.12 -0.60 0.94 0.073
H -0.49 1.66 -0.14 0.104
H -0.42 1.75 1.64 0.105
H -2.76 0.53 1.53 0.131
H -3.07 -0.98 -0.51 0.102
H -1.71 -0.08 -1.34 0.099
H -1.47 -1.96 1.14 0.125



90
Properties=species:S:1:pos:R:3:lowdin_charge:R:1 method="wB97M-V/def2-TZVPD" e_homo_ev=-4.56 multiplicity=1 charge=-1
C -5.74 1.49 2.20 -0.116
C -5.21 1.67 3.63 -0.260
C -3.78 1.12 3.82 -0.236
C -3.81 -0.38 4.13 -0.408
O -2.61 -0.96 4.53 -0.408
In -0.80 -0.20 3.79 0.558
C -0.99 0.10 1.58 -0.168
B -0.52 1.53 1.26 -0.813
O 0.64 2.08 1.84 0.040
O -1.21 2.34 0.34 0.095
H -6.33 0.58 2.09 0.062
H -6.40 2.32 1.90 0.056
H -4.92 1.45 1.49 0.067
H -5.89 1.20 4.35 0.093
H -5.18 2.75 3.83 0.092
H -3.32 1.64 4.66 0.098
H -3.24 1.33 2.90 0.080
H -4.23 -0.92 3.26 0.107
H -4.55 -0.50 4.94 0.100
H 0.52 -1.33 4.16 -0.099
H -0.51 1.41 4.54 -0.075
H -2.03 0.00 1.24 0.022
H -0.38 -0.64 1.04 0.021
H 0.44 2.58 2.63 0.060
H -1.31 3.24 0.67 0.079
C 2.67 3.64 -0.13 -0.163
C 2.52 4.40 -1.45 -0.167
C 2.43 5.84 -0.96 -0.220
O 3.21 5.91 0.23 -0.148
C 3.54 4.59 0.67 -0.196
H 3.11 2.65 -0.24 0.119
H 1.70 3.52 0.35 0.090
H 3.41 4.27 -2.07 0.108
H 1.65 4.10 -2.03 0.110
H 1.39 6.11 -0.71 0.108
H 2.81 6.56 -1.68 0.110
H 4.61 4.41 0.48 0.112
H 3.37 4.52 1.75 0.117
C -0.50 -5.39 1.51 -0.162
C 0.91 -5.56 0.95 -0.167
C 1.16 -4.19 0.35 -0.197
O 0.43 -3.26 1.14 -0.145
C -0.46 -3.95 2.01 -0.198
H -0.75 -6.11 2.30 0.110
H -1.23 -5.50 0.71 0.088
H 1.61 -5.76 1.76 0.114
H 1.00 -6.36 0.22 0.099
H 0.79 -4.14 -0.68 0.115
H 2.21 -3.91 0.35 0.089
H -0.08 -3.89 3.04 0.108
H -1.44 -3.47 1.99 0.121
C 5.99 -3.22 -1.33 -0.171
C 5.57 -4.04 -2.55 -0.174
C 4.99 -5.29 -1.89 -0.210
O 4.44 -4.86 -0.64 -0.150
C 4.87 -3.53 -0.35 -0.205
H 6.08 -2.15 -1.54 0.111
H 6.95 -3.58 -0.95 0.111
H 4.79 -3.52 -3.10 0.113
H 6.38 -4.27 -3.23 0.107
H 5.78 -6.03 -1.69 0.114
H 4.21 -5.76 -2.47 0.114
H 4.03 -2.85 -0.49 0.115
H 5.19 -3.48 0.69 0.122
C -0.58 9.52 -1.40 -0.172
C -1.18 8.89 -2.66 -0.173
C -1.74 7.59 -2.11 -0.205
O -2.11 7.85 -0.76 -0.139
C -1.59 9.11 -0.34 -0.209
H -0.46 10.60 -1.47 0.108
H 0.40 9.08 -1.19 0.109
H -1.99 9.52 -3.04 0.110
H -0.46 8.74 -3.46 0.109
H -0.97 6.80 -2.11 0.111
H -2.61 7.22 -2.66 0.116
H -2.41 9.83 -0.27 0.115
H -1.14 8.99 0.65 0.117
C -1.49 -6.87 -4.09 -0.174
C -2.56 -6.04 -3.39 -0.169
C -2.25 -6.30 -1.92 -0.204
O -0.84 -6.51 -1.85 -0.154
C -0.30 -6.67 -3.16 -0.208
H -1.28 -6.55 -5.11 0.108
H -1.78 -7.92 -4.11 0.111
H -2.42 -4.98 -3.62 0.116
H -3.58 -6.31 -3.66 0.109
H -2.76 -7.20 -1.56 0.119
H -2.52 -5.46 -1.28 0.115
H 0.27 -5.77 -3.42 0.117
H 0.39 -7.52 -3.15 0.116



14
Properties=species:S:1:pos:R:3:lowdin_charge:R:1 method="wB97M-V/def2-TZVPD" e_homo_ev=-9.22 multiplicity=1 de_lowest_ev=3.402 smiles=C#C[C@@H](C)CO
C 1.88 0.66 -0.72 0.108
C 1.00 -0.15 -0.94 -0.113
C -0.40 -0.35 -0.56 -0.353
C -0.61 -1.71 0.12 -0.083
C -0.67 0.94 0.35 -0.166
O 0.40 1.91 0.48 -0.126
H 2.74 1.29 -0.62 0.046
H -1.05 -0.32 -1.44 0.132
H -0.06 -1.77 1.07 0.079
H -0.22 -2.50 -0.53 0.077
H -1.66 -1.95 0.32 0.075
H -1.45 1.55 -0.11 0.116
H -0.96 0.62 1.36 0.114
H 1.01 1.74 1.22 0.095



18
Properties=species:S:1:pos:R:3:lowdin_charge:R:1 method="wB97M-V/def2-TZVPD" e_homo_ev=-0.15 multiplicity=1 charge=-2 de_lowest_ev=1.252 smiles="CC1=C[C@H](O[P@](=O)([O-])O)[C@@H]1[O-]"
C 0.78 0.94 2.79 -0.067
C 0.56 0.77 1.26 -0.228
C 0.82 1.36 0.15 -0.053
C 0.43 0.27 -0.76 -0.282
O -0.76 0.50 -1.58 -0.220
P -1.24 -0.72 -2.66 0.179
O -0.03 -1.24 -3.44 -0.434
O -2.41 -0.22 -3.41 -0.397
O -1.67 -1.89 -1.61 -0.212
C 0.19 -0.60 0.59 -0.523
O -0.96 -1.10 0.82 -0.207
H 0.55 1.99 3.01 0.041
H 1.77 0.62 2.95 0.023
H 0.06 0.10 3.30 0.113
H 1.08 2.33 -0.06 0.058
H 1.13 -0.19 -1.39 0.089
H -1.37 -1.48 -0.76 -0.014
H 1.08 -1.44 0.80 0.132



89
Properties=species:S:1:pos:R:3:lowdin_charge:R:1 method="wB97M-V/def2-TZVPD" e_homo_ev="-2.36 / -3.84" s2=8.821 multiplicity=6 charge=-1
Ru 0.15 0.03 -0.18 1.157
C -0.05 -5.67 -2.51 -0.090
C -0.60 -5.48 -1.09 -0.202
C -0.08 -4.24 -0.44 -0.151
C 1.00 -4.12 0.42 -0.150
C 1.90 -5.20 0.94 -0.202
C 3.23 -5.26 0.18 -0.092
C 1.13 -2.74 0.72 -0.240
C 2.02 -2.19 1.66 0.021
C 2.06 -0.90 2.07 -0.295
C 2.96 -0.37 3.09 -0.141
C 3.92 -1.20 3.88 -0.196
C 3.24 -1.93 5.03 -0.092
C 2.72 0.96 3.18 -0.142
C 1.68 1.28 2.21 -0.307
C 1.24 2.54 1.94 0.011
C 0.27 2.89 0.98 -0.249
N -0.36 2.00 0.15 -0.025
C -1.28 2.73 -0.56 -0.240
C -2.25 2.17 -1.42 0.021
C -2.46 0.84 -1.63 -0.303
N -1.72 -0.19 -1.09 -0.121
C -2.23 -1.36 -1.60 -0.310
C -1.71 -2.61 -1.42 0.010
C -0.57 -2.93 -0.65 -0.249
N 0.19 -2.02 0.03 -0.024
C -3.37 -1.06 -2.46 -0.143
C -3.50 0.29 -2.49 -0.142
C -4.45 1.11 -3.30 -0.198
C -3.82 1.57 -4.61 -0.087
C -4.21 -2.08 -3.15 -0.196
C -5.19 -2.78 -2.21 -0.093
C -1.19 4.10 -0.23 -0.151
C -0.21 4.20 0.75 -0.152
C 0.29 5.44 1.42 -0.206
C 1.60 5.95 0.81 -0.092
C -2.03 5.20 -0.79 -0.207
C -3.36 5.38 -0.07 -0.098
N 1.28 0.13 1.57 -0.119
C 3.44 1.97 4.02 -0.198
C 4.57 2.66 3.25 -0.086
H -0.45 -6.56 -2.99 0.064
H 1.04 -5.75 -2.49 0.064
H -0.29 -4.80 -3.13 0.073
H -0.34 -6.35 -0.48 0.097
H -1.69 -5.46 -1.13 0.100
H 1.39 -6.17 0.85 0.097
H 2.09 -5.05 2.00 0.102
H 3.06 -5.44 -0.88 0.065
H 3.87 -6.06 0.57 0.064
H 3.76 -4.31 0.27 0.071
H 2.71 -2.88 2.13 0.099
H 4.72 -0.56 4.26 0.102
H 4.41 -1.92 3.22 0.108
H 2.79 -1.22 5.72 0.073
H 3.95 -2.55 5.59 0.065
H 2.44 -2.58 4.66 0.069
H 1.66 3.35 2.52 0.099
H -2.90 2.86 -1.94 0.100
H -2.22 -3.43 -1.91 0.099
H -4.78 1.97 -2.72 0.104
H -5.36 0.53 -3.50 0.102
H -2.91 2.15 -4.42 0.072
H -4.51 2.20 -5.19 0.065
H -3.54 0.72 -5.22 0.075
H -3.55 -2.83 -3.62 0.109
H -4.75 -1.61 -3.97 0.102
H -4.67 -3.26 -1.39 0.068
H -5.78 -3.53 -2.74 0.065
H -5.88 -2.05 -1.78 0.074
H 0.44 5.26 2.49 0.103
H -0.47 6.23 1.36 0.098
H 2.38 5.18 0.88 0.066
H 1.96 6.85 1.31 0.063
H 1.46 6.17 -0.25 0.074
H -2.21 5.02 -1.86 0.104
H -1.46 6.14 -0.74 0.101
H -3.95 4.46 -0.11 0.068
H -3.96 6.18 -0.51 0.063
H -3.20 5.61 0.98 0.070
H 3.84 1.48 4.91 0.102
H 2.73 2.71 4.38 0.106
H 5.31 1.93 2.93 0.075
H 5.07 3.41 3.87 0.066
H 4.18 3.14 2.36 0.067
Se 2.83 0.67 -0.68 0.081
Se 3.95 0.90 -2.63 -0.212
Te 2.28 0.24 -4.38 0.263
Se 0.30 -0.08 -3.03 -0.037